1.
{"formula": "C3H7NO", "method": "ωB97M-V/def2-TZVPD", "spin_multiplicity": 2, "s2": 0.757, "gap_ha": [0.3177, 0.2553], "total_charge": 1, "species": ["O", "C", "H", "H", "C", "C", "N", "H", "H", "H", "H", "H"], "positions_angstrom": [[-0.499, -1.020, -1.170], [-0.721, -1.191, -2.341], [-0.879, -0.350, -3.029], [-0.769, -2.185, -2.802], [1.372, 1.546, 0.807], [0.552, 0.437, 1.045], [-0.563, 0.373, 1.757], [1.347, 2.429, 0.189], [2.409, 1.249, 0.993], [0.928, -0.537, 0.713], [-1.449, 0.652, 1.338], [-0.662, -0.459, 2.328]]}

***

2.
{"formula": "C3H7NO", "method": "ωB97M-V/def2-TZVPD", "spin_multiplicity": 2, "s2": 0.757, "gap_ha": [0.2382, 0.1306], "total_charge": 1, "species": ["O", "C", "H", "H", "C", "C", "N", "H", "H", "H", "H", "H"], "positions_angstrom": [[2.946, 3.016, 0.470], [1.767, 2.776, 0.124], [0.813, 3.074, 0.691], [1.624, 2.203, -0.861], [-0.391, -1.308, 0.912], [-1.683, -1.420, -1.118], [-1.509, -0.820, 0.012], [-0.183, -2.345, 0.689], [0.535, -0.814, 0.474], [-0.286, -0.991, 1.957], [-2.037, -0.872, -1.993], [-1.596, -2.498, -1.356]]}

***

1 is favored, and the nearest alternative lies 1.466 eV above it.

***

1.
{"formula": "C8H8F3N", "method": "ωB97M-V/def2-TZVPD", "gap_ha": [0.3167, 0.3341], "species": ["C", "C", "C", "C", "C", "C", "C", "C", "N", "F", "F", "F", "H", "H", "H", "H", "H", "H", "H", "H"], "positions_angstrom": [[-3.280, 0.223, 0.043], [-2.551, 1.165, -0.694], [-2.645, -0.768, 0.773], [-1.226, 0.996, -0.817], [-1.166, -0.768, 0.811], [-0.632, 0.008, -0.128], [2.871, 0.812, 0.167], [2.056, -0.270, -0.454], [2.173, -1.492, 0.323], [4.087, 0.322, 0.648], [2.142, 1.290, 1.208], [2.223, -0.525, -1.799], [-4.321, 0.415, -0.047], [-3.086, 2.022, -1.156], [-3.186, -1.337, 1.622], [-0.785, 1.812, -1.432], [-0.556, -1.502, 1.268], [3.210, 1.656, -0.552], [1.596, -2.103, -0.239], [3.075, -1.956, 0.455]]}

***

2.
{"formula": "C8H8F3N", "method": "ωB97M-V/def2-TZVPD", "gap_ha": 0.3677, "species": ["C", "C", "C", "C", "C", "C", "C", "C", "N", "F", "F", "F", "H", "H", "H", "H", "H", "H", "H", "H"], "positions_angstrom": [[-2.905, -0.614, 0.447], [-2.135, -1.391, -0.363], [-2.406, 0.487, 1.147], [-0.837, -0.978, -0.612], [-1.097, 0.801, 1.060], [-0.310, -0.008, 0.219], [2.385, -0.693, -0.213], [1.621, 0.606, -0.157], [1.646, 1.515, -1.200], [2.240, -1.414, 0.884], [3.798, -0.373, -0.105], [1.876, 1.214, 1.024], [-3.992, -0.839, 0.436], [-2.545, -2.230, -0.972], [-3.062, 1.190, 1.788], [-0.109, -1.418, -1.430], [-0.693, 1.430, 1.743], [2.353, -1.260, -1.065], [2.398, 1.550, -1.841], [1.773, 2.425, -0.791]]}

***

2 is favored, and the nearest alternative lies 2.125 eV above it.

***

1.
{"formula": "C5H19NO5S", "method": "ωB97M-V/def2-TZVPD", "spin_multiplicity": 2, "s2": 0.752, "gap_ha": [0.0938, 0.2905], "total_charge": -1, "species": ["O", "C", "C", "C", "C", "S", "C", "N", "H", "H", "H", "H", "H", "H", "H", "H", "H", "H", "H", "H", "H", "O", "H", "H", "O", "H", "H", "O", "H", "H", "O"], "positions_angstrom": [[-1.717, 3.402, 0.102], [-0.689, 2.992, -0.295], [-0.394, 1.533, 0.067], [0.707, 0.757, -0.662], [0.589, -0.760, -0.300], [2.064, -1.743, -0.180], [3.464, -1.343, -1.219], [-1.562, 0.671, -0.018], [0.050, 3.564, -0.796], [0.048, 1.562, 1.095], [1.696, 1.197, -0.470], [0.484, 0.818, -1.815], [-0.318, -1.247, -0.902], [0.172, -0.759, 0.749], [4.211, -0.798, -0.583], [2.990, -1.159, -2.170], [3.795, -2.341, -1.387], [-2.096, 0.677, -0.921], [-2.124, 0.463, 0.759], [-1.714, -0.933, -3.320], [-0.573, 0.134, -2.756], [-1.542, -0.048, -2.987], [-0.315, -2.036, 3.769], [0.161, -3.477, 3.165], [-0.566, -2.894, 3.437], [1.936, 1.618, 4.010], [1.084, 1.383, 2.663], [1.150, 1.098, 3.604], [-2.972, -1.148, -0.996], [-4.090, -0.141, -0.674], [-3.928, -1.041, -0.970]]}

***

2.
{"formula": "C5H19NO5S", "method": "ωB97M-V/def2-TZVPD", "spin_multiplicity": 2, "s2": 0.752, "gap_ha": [0.0799, 0.2805], "total_charge": -1, "species": ["C", "C", "S", "C", "N", "C", "C", "O", "H", "H", "H", "H", "H", "H", "H", "H", "H", "H", "H", "H", "H", "O", "H", "H", "O", "H", "H", "O", "H", "H", "O"], "positions_angstrom": [[0.868, 0.478, 1.187], [0.474, 0.161, 2.594], [1.614, -1.376, 3.383], [0.807, -0.655, 0.232], [1.726, -0.720, -0.757], [1.854, 0.414, -1.711], [1.570, -1.956, -1.578], [-0.118, -1.483, 0.212], [1.862, 0.917, 1.181], [0.218, 1.257, 0.824], [-0.558, -0.100, 2.557], [0.451, 1.045, 3.209], [0.785, -2.182, 2.687], [2.927, 0.772, -1.818], [1.296, 0.102, -2.589], [1.475, 1.323, -1.070], [2.178, -2.020, -2.480], [0.549, -2.201, -1.967], [1.820, -2.739, -0.868], [-1.791, -1.423, 1.187], [-3.037, -0.874, 2.018], [-2.682, -1.048, 1.171], [-1.942, -1.305, -1.423], [-2.189, -1.185, -3.033], [-2.102, -0.691, -2.217], [-2.027, 0.647, -0.215], [-2.588, 1.925, -0.669], [-1.750, 1.549, -0.420], [0.225, 4.141, 0.074], [-1.220, 3.226, 0.129], [-0.694, 3.999, 0.170]]}

***

2 is favored, and the nearest alternative lies 1.118 eV above it.

***

1.
{"formula": "C4H11NO3", "method": "ωB97M-V/def2-TZVPD", "gap_ha": 0.2336, "total_charge": -2, "species": ["C", "O", "C", "C", "C", "O", "N", "H", "H", "H", "H", "H", "H", "H", "H", "H", "H", "H", "O"], "positions_angstrom": [[0.511, -0.526, -0.718], [0.459, -0.434, -2.121], [-0.082, 0.769, -0.112], [-0.436, 0.910, 1.382], [-0.118, -0.356, 2.473], [-1.291, -0.753, 2.971], [0.905, 1.890, -0.437], [1.577, -0.682, -0.414], [-0.139, -1.298, -0.301], [-0.975, 1.016, -0.698], [-1.497, 0.902, 1.568], [0.179, 1.752, 1.712], [0.285, -1.208, 1.824], [0.645, -0.011, 3.229], [1.553, 1.639, -1.180], [0.405, 2.657, -0.880], [-1.373, -2.426, -2.615], [-0.022, -1.469, -2.515], [-0.585, -2.372, -3.168]]}

***

2.
{"formula": "C4H11NO3", "method": "ωB97M-V/def2-TZVPD", "gap_ha": 0.2473, "total_charge": -2, "species": ["C", "C", "C", "O", "N", "C", "O", "H", "H", "H", "H", "H", "H", "H", "H", "H", "H", "H", "O"], "positions_angstrom": [[0.181, 0.851, 0.871], [1.267, 0.246, -0.046], [1.287, -1.281, 0.051], [1.976, -1.915, -0.985], [-1.065, 1.081, 0.156], [-2.171, 1.599, 1.021], [-2.419, 1.053, 2.221], [0.499, 1.846, 1.202], [-0.007, 0.165, 1.697], [0.996, 0.415, -1.099], [2.263, 0.689, 0.050], [1.861, -1.525, 0.964], [0.277, -1.694, 0.200], [-1.400, 0.280, -0.364], [-3.060, 1.470, 0.335], [-1.973, 2.703, 1.100], [1.237, -2.053, -1.976], [-0.251, -1.768, -2.472], [0.501, -2.161, -2.926]]}

***

2 is favored, and the nearest alternative lies 0.924 eV above it.

***

1.
{"formula": "C4H6ClN3", "method": "ωB97M-V/def2-TZVPD", "gap_ha": 0.2910, "species": ["C", "C", "C", "C", "N", "N", "N", "Cl", "H", "H", "H", "H", "H", "H"], "positions_angstrom": [[-0.142, -1.378, -0.006], [0.658, -0.274, -0.173], [0.007, 0.967, -0.401], [-1.973, 0.021, 0.369], [-1.495, -1.182, 0.108], [2.025, -0.393, -0.394], [0.416, 2.108, 0.094], [-3.642, 0.184, -0.043], [0.232, -2.386, 0.081], [-2.099, -1.979, -0.099], [2.437, -1.257, -0.086], [2.576, 0.421, -0.171], [1.077, 2.192, 0.864], [-0.076, 2.954, -0.144]]}

***

2.
{"formula": "C4H6ClN3", "method": "ωB97M-V/def2-TZVPD", "smiles": "NC1(Cl)N=CCC=N1", "gap_ha": 0.3458, "species": ["C", "C", "C", "C", "N", "N", "N", "Cl", "H", "H", "H", "H", "H", "H"], "positions_angstrom": [[1.266, 0.078, 0.454], [-0.647, -1.151, 0.242], [0.746, -1.214, -0.091], [-0.726, 1.067, -0.295], [0.613, 1.146, 0.311], [-1.411, -0.084, -0.015], [-1.291, 2.245, -0.198], [-0.195, 0.763, -2.343], [2.250, 0.161, 1.013], [-1.157, -1.993, 0.512], [0.718, -0.981, -1.248], [1.348, -2.078, 0.104], [-0.586, 2.997, -0.104], [-2.104, 2.488, -0.750]]}

***

2 is favored, and the nearest alternative lies 2.362 eV above it.

***

1.
{"formula": "CHIN2O2S", "method": "ωB97M-V/def2-TZVPD", "gap_ha": 0.3399, "species": ["C", "N", "N", "O", "O", "S", "I", "H"], "positions_angstrom": [[0.864, -0.316, -0.154], [0.701, 0.965, -0.143], [-0.141, -1.083, -0.136], [-1.464, 0.892, 1.415], [-1.635, 1.709, -0.859], [-0.899, 0.971, 0.093], [2.791, -1.089, 0.057], [-0.216, -2.050, -0.273]]}

***

2.
{"formula": "CHIN2O2S", "method": "ωB97M-V/def2-TZVPD", "gap_ha": 0.3154, "species": ["C", "N", "N", "O", "O", "S", "I", "H"], "positions_angstrom": [[-3.190, -1.484, 0.191], [-2.075, -1.827, 0.102], [-0.510, 0.586, 0.947], [-1.762, 2.007, -0.487], [-1.074, -2.480, 0.118], [-0.491, 1.862, 0.151], [-4.421, 0.125, -0.112], [0.254, 0.142, 1.552]]}

***

1 is favored, and the nearest alternative lies 1.765 eV above it.

***

1.
{"formula": "C8H13N3OS", "method": "ωB97M-V/def2-TZVPD", "gap_ha": 0.3227, "species": ["C", "C", "C", "C", "C", "C", "C", "C", "N", "N", "N", "O", "S", "H", "H", "H", "H", "H", "H", "H", "H", "H", "H", "H", "H", "H"], "positions_angstrom": [[-0.162, -2.544, 0.305], [1.893, -1.278, 0.788], [-0.822, -1.331, 0.080], [1.231, -0.097, 0.588], [1.245, -2.547, 0.672], [-0.107, -0.174, 0.251], [-2.246, -1.568, -0.204], [1.894, 1.296, 0.665], [-1.247, 2.907, 0.655], [-2.516, 1.691, -1.067], [-0.162, 2.153, -1.792], [1.691, -3.741, 0.970], [-1.144, 1.860, -0.461], [-0.573, -3.501, 0.195], [2.951, -1.207, 1.157], [-2.417, -2.164, -1.123], [-2.709, -2.034, 0.565], [-2.758, -0.440, -0.341], [2.948, 1.148, 0.712], [1.706, 1.951, -0.292], [1.608, 1.752, 1.517], [-0.353, 3.350, 1.005], [-3.230, 2.102, -0.452], [0.622, 1.412, -1.614], [-0.697, 1.894, -2.645], [2.450, -3.901, 1.566]]}

***

2.
{"formula": "C8H13N3OS", "method": "ωB97M-V/def2-TZVPD", "smiles": "Cc1cc(O)cc(C)c1S(=N)(=N)N", "gap_ha": 0.3411, "species": ["C", "C", "C", "C", "C", "C", "C", "C", "N", "N", "N", "O", "S", "H", "H", "H", "H", "H", "H", "H", "H", "H", "H", "H", "H", "H"], "positions_angstrom": [[-1.069, -2.022, -0.818], [1.347, -1.728, -0.738], [-1.211, -0.722, -0.386], [1.243, -0.411, -0.353], [0.214, -2.561, -0.870], [-0.071, 0.096, -0.111], [-2.693, -0.134, -0.177], [2.474, 0.419, -0.264], [1.100, 2.025, 1.685], [-1.576, 1.739, 1.640], [-0.219, 2.817, -0.335], [0.321, -3.920, -1.086], [-0.219, 1.709, 0.935], [-1.977, -2.724, -1.045], [2.310, -2.149, -0.956], [-2.676, 0.245, 0.835], [-2.863, 0.785, -0.646], [-3.392, -0.967, -0.484], [3.301, -0.336, 0.056], [2.570, 0.973, -1.175], [2.471, 1.054, 0.508], [0.976, 1.892, 2.659], [-1.649, 1.523, 2.607], [-0.708, 3.658, -0.104], [0.795, 2.959, -0.523], [1.200, -4.220, -0.855]]}

***

2 is favored, and the nearest alternative lies 1.645 eV above it.

***

1.
{"formula": "CHN2O2P", "method": "ωB97M-V/def2-TZVPD", "gap_ha": [0.2911, 0.3599], "species": ["C", "N", "N", "O", "O", "P", "H"], "positions_angstrom": [[1.552, -0.079, -0.499], [2.491, -0.741, -0.479], [-0.734, 0.196, 1.174], [-1.928, 0.163, 1.159], [0.045, -0.130, 2.034], [0.041, 0.891, -0.394], [-1.468, -0.300, -2.995]]}

***

2.
{"formula": "CHN2O2P", "method": "ωB97M-V/def2-TZVPD", "smiles": "N#C/P=[N+](/[O-])O", "gap_ha": [0.2926, 0.2920], "species": ["C", "N", "N", "O", "O", "P", "H"], "positions_angstrom": [[0.556, 1.040, -1.276], [1.624, 1.415, -1.458], [-0.698, -0.512, 0.243], [0.340, -0.085, 1.141], [-1.345, -1.487, 0.612], [-1.063, 0.329, -1.173], [0.585, -0.700, 1.911]]}

***

2 is favored, and the nearest alternative lies 3.037 eV above it.